Entry 1:
The following is a DFT calculation (ωB97M-V/def2-TZVPD) of a molecular structure, C10H17CdNO8P2 in a non-equilibrium geometry.

Element x y z (Å)
C1 -3.510 0.701 -1.102
C2 -2.301 1.659 -0.806
O1 -1.229 0.871 -0.474
P1 -0.079 1.669 0.462
O2 -0.390 3.090 0.653
C3 -0.021 0.859 2.108
C4 1.314 0.113 2.436
C5 1.797 -0.839 1.351
C6 1.242 -1.956 0.857
P2 -0.330 -2.746 1.328
N1 -0.393 -2.989 2.891
O3 -0.398 -4.152 0.554
O4 -1.620 -1.841 0.877
C7 2.237 -2.394 -0.230
O5 2.112 -3.315 -0.917
O6 3.301 -1.526 -0.326
C8 3.147 -0.563 0.657
O7 3.863 0.302 0.893
O8 1.319 1.574 -0.364
C9 1.174 1.979 -1.733
C10 1.070 0.812 -2.748
H1 -4.227 1.204 -1.776
H2 -3.166 -0.283 -1.455
H3 -4.003 0.564 -0.120
H4 -2.634 2.353 -0.013
H5 -2.009 2.231 -1.835
H6 -0.838 0.110 2.165
H7 -0.228 1.623 2.878
H8 1.107 -0.513 3.332
H9 2.094 0.823 2.763
H10 0.485 -2.611 3.261
H11 -0.201 -4.050 -0.398
H12 -2.383 -2.217 1.365
H13 2.083 2.552 -1.992
H14 0.276 2.645 -1.868
H15 1.794 -0.001 -2.569
H16 1.341 1.237 -3.742
H17 0.039 0.400 -2.868
Cd1 -1.832 2.623 -3.496

Summary:
LUMO energy in eV: -12.816
Gap between HOMO and LUMO in eV: 1.94
Highest occupied orbital energy in Eh: -0.5421
Max |F| in Eh/bohr: 0.0825
Net charge: +2
Electronic energy in eV: -51637.8732

These are the Löwdin partial charges, in e, on atoms 1 to 8: C -0.032; C -0.326; O -0.190; P 0.621; O -0.227; C -0.149; C -0.123; C -0.102

Entry 2:
The following is a DFT calculation (ωB97M-V/def2-TZVPD) of a molecular structure, C10H17Cl2FO2Ru in a non-equilibrium geometry.

Element x y z (Å)
C1 -1.528 1.399 -0.262
C2 -2.403 0.284 0.118
C3 -2.306 -0.686 -0.952
C4 -3.475 0.343 1.139
C5 -1.391 -0.213 -1.926
C6 -0.924 1.089 -1.516
C7 -0.088 1.999 -2.345
C8 -1.542 2.755 0.336
C9 -3.074 -1.935 -1.022
C10 -0.975 -0.918 -3.179
Ru1 -0.294 -0.645 0.561
Cl1 -0.955 -1.831 2.227
Cl2 0.491 1.095 1.773
O1 1.391 -0.147 -0.601
H1 -3.669 1.354 1.446
H2 -3.217 -0.300 2.006
H3 -4.454 0.076 0.732
H4 -3.031 -2.417 -0.051
H5 -2.636 -2.608 -1.747
H6 -4.115 -1.799 -1.284
H7 -0.937 -2.000 -3.028
H8 0.018 -0.598 -3.519
H9 -1.668 -0.746 -4.034
H10 0.594 1.458 -3.021
H11 0.509 2.675 -1.724
H12 -0.765 2.599 -2.983
H13 -1.845 2.705 1.380
H14 -2.275 3.372 -0.200
H15 -0.563 3.245 0.281
H16 1.478 -1.104 -0.827
O2 2.262 2.790 0.132
H17 1.940 1.750 0.077
F1 0.252 -2.372 -0.224

Summary:
LUMO energy (spin up / spin down) in eV: 5.498 / 5.204
Gap between HOMO and LUMO (spin up / spin down) in eV: 5.31 / 4.02
Highest occupied orbital energy (spin up / spin down) in Eh: 0.0068 / 0.0435
2S+1: 5
Max |F| in Eh/bohr: 0.1000
Net charge: -2
Electronic energy in eV: -45082.4528

These are the Löwdin partial charges, in e, on atoms 1 to 8: C -0.356; C -0.369; C -0.325; C -0.088; C -0.256; C -0.261; C -0.058; C -0.128

Entry 3:
The following is a DFT calculation (ωB97M-V/def2-TZVPD) of a molecular structure, C10H17Cl2NSc in a non-equilibrium geometry.

Element x y z (Å)
Sc1 -0.585 1.655 0.312
Cl1 1.042 1.695 2.092
Cl2 -2.712 0.731 1.131
C1 -1.546 3.327 0.817
H1 -2.118 3.291 -0.179
H2 -0.646 3.988 0.454
C2 0.297 0.273 -1.796
C3 0.373 1.543 -1.663
H3 -0.617 -0.335 -1.600
C4 1.589 2.347 -1.190
H4 -0.514 2.235 -1.689
C5 2.654 2.016 -2.239
H5 1.386 3.423 -1.118
H6 1.967 2.106 -0.167
C6 2.796 0.472 -2.285
H7 2.279 2.391 -3.186
H8 3.596 2.530 -2.049
C7 1.502 -0.442 -2.274
H9 3.343 0.226 -3.190
H10 3.392 0.209 -1.403
H11 1.292 -0.746 -3.315
H12 1.677 -1.325 -1.663
C8 -2.677 -3.012 2.672
C9 -1.188 -3.095 2.274
C10 -0.721 -1.964 1.455
N1 -0.375 -1.040 0.853
H13 -2.903 -2.028 3.096
H14 -2.955 -3.773 3.412
H15 -3.309 -3.162 1.791
H16 -0.575 -3.153 3.186
H17 -1.017 -4.037 1.731

Summary:
LUMO energy (spin up / spin down) in eV: 2.712 / 2.711
Gap between HOMO and LUMO (spin up / spin down) in eV: 4.54 / 4.54
Highest occupied orbital energy (spin up / spin down) in Eh: -0.0671 / -0.0672
Energy above the lowest of the compared OMol25 structures with the same formula, charge and spin in kcal/mol: 50.19
Max |F| in Eh/bohr: 0.1046
Net charge: -1
Electronic energy in eV: -57880.2992

These are the Löwdin partial charges, in e, on atoms 1 to 8: Sc 0.031; Cl -0.110; Cl -0.127; C -0.443; H -0.127; H -0.106; C -0.165; C -0.256

Entry 4:
The following is a DFT calculation (ωB97M-V/def2-TZVPD) of 2 unconnected molecules or ions with the total composition C10H17F3O6 in a non-equilibrium geometry.

Element x y z (Å)
C1 1.938 -4.132 -2.176
C2 0.816 -3.965 -3.177
O1 0.252 -2.642 -3.110
C3 0.908 -1.690 -3.761
O2 1.913 -1.819 -4.396
C4 0.152 -0.361 -3.617
F1 -0.245 -0.155 -2.347
F2 -0.943 -0.353 -4.398
F3 0.917 0.672 -3.981
H1 1.592 -3.886 -1.172
H2 2.301 -5.160 -2.182
H3 2.773 -3.471 -2.407
H4 -0.002 -4.645 -2.946
H5 1.147 -4.180 -4.193
C5 -1.924 -0.511 2.094
O3 -1.795 -0.138 0.735
C6 -1.439 1.195 0.528
C7 0.059 1.372 0.381
O4 0.697 1.014 1.596
C8 1.205 2.092 2.354
C9 0.218 3.175 2.718
C10 -0.757 2.738 3.765
O5 -0.559 1.878 4.509
O6 -1.893 3.503 3.820
H6 -2.317 0.288 2.708
H7 -0.949 -0.755 2.498
H8 -2.534 -1.394 2.171
H9 -1.857 1.862 1.278
H10 -1.873 1.488 -0.425
H11 0.346 0.697 -0.412
H12 0.292 2.380 0.068
H13 1.542 1.662 3.283
H14 2.090 2.501 1.878
H15 -0.278 3.633 1.881
H16 0.788 3.974 3.181
H17 -2.578 3.134 3.251

Summary:
LUMO energy in eV: 0.646
Gap between HOMO and LUMO in eV: 10.02
Highest occupied orbital energy in Eh: -0.3446
Energy above the lowest of the compared OMol25 structures with the same formula, charge and spin in kcal/mol: 8.40
Max |F| in Eh/bohr: 0.0760
Net charge: 0
Electronic energy in eV: -31082.1353

These are the Löwdin partial charges, in e, on atoms 1 to 8: C -0.059; C -0.195; O 0.034; C -0.399; O 0.173; C -0.521; F 0.150; F 0.165